{
  "formula": "C37H79Ca3N2O17P2",
  "method": "ωB97M-V/def2-TZVPD",
  "homo_energy_ev": -2.75,
  "charge": -1,
  "total_energy_ev": -151348.9021,
  "elements": ["Ca", "Ca", "Ca", "P", "O", "O", "O", "O", "P", "O", "O", "O", "O", "O", "C", "O", "O", "H", "C", "C", "C", "O", "C", "H", "H", "H", "H", "H", "H", "H", "H", "C", "C", "C", "O", "C", "H", "H", "H", "H", "H", "H", "H", "H", "C", "C", "C", "O", "C", "H", "H", "H", "H", "H", "H", "H", "H", "C", "C", "C", "O", "C", "H", "H", "H", "H", "H", "H", "H", "H", "C", "C", "C", "O", "C", "H", "H", "H", "H", "H", "H", "H", "H", "C", "C", "C", "O", "C", "H", "H", "H", "H", "H", "H", "H", "H", "C", "C", "N", "C", "C", "C", "C", "H", "H", "H", "H", "H", "H", "H", "H", "H", "H", "H", "H", "H", "H", "H", "C", "C", "N", "C", "C", "C", "C", "H", "H", "H", "H", "H", "H", "H", "H", "H", "H", "H", "H", "H", "H", "H"],
  "coordinates": [[1.933, -0.386, -1.867], [1.101, -0.581, 2.383], [0.256, -3.099, 0.188], [-0.256, -0.261, -0.025], [-0.170, 0.703, 1.186], [-1.168, -1.513, 0.204], [1.134, -0.898, 0.176], [-0.065, 0.299, -1.450], [1.976, -3.205, 2.336], [2.772, -1.906, 2.330], [2.843, -4.109, 3.177], [2.203, -3.685, 0.893], [0.505, -2.774, 2.444], [1.421, -4.326, -3.772], [1.123, -3.911, -2.544], [1.356, -2.752, -2.162], [0.576, -4.706, -1.783], [1.285, -5.271, -3.668], [-2.296, -1.892, -3.200], [-2.149, -2.599, -4.540], [-3.348, -3.536, -4.529], [-3.421, -3.931, -3.170], [-2.714, -3.064, -2.276], [-3.155, -1.221, -3.217], [-1.468, -1.301, -2.809], [-1.248, -3.212, -4.581], [-2.080, -1.945, -5.410], [-3.309, -4.332, -5.273], [-4.288, -3.034, -4.756], [-1.781, -3.509, -1.929], [-3.326, -2.708, -1.447], [3.889, 3.677, -1.749], [2.834, 3.847, -0.685], [2.077, 2.545, -0.591], [2.810, 1.688, -1.465], [4.138, 2.171, -1.668], [4.798, 4.216, -1.484], [3.614, 3.964, -2.764], [2.174, 4.649, -1.017], [3.328, 4.079, 0.259], [1.067, 2.689, -0.974], [2.140, 2.115, 0.408], [4.599, 1.706, -2.539], [4.835, 1.867, -0.888], [-1.742, -1.146, 5.895], [-2.743, -0.377, 5.067], [-1.957, -0.193, 3.703], [-0.639, -0.721, 3.884], [-0.645, -1.672, 4.930], [-2.307, -1.956, 6.357], [-1.316, -0.579, 6.723], [-2.939, 0.636, 5.419], [-3.687, -0.908, 4.943], [-1.895, 0.835, 3.346], [-2.305, -0.721, 2.815], [0.337, -1.829, 5.376], [-1.044, -2.610, 4.542], [-3.682, -4.875, 1.180], [-3.042, -6.216, 0.873], [-1.820, -5.783, 0.060], [-1.469, -4.524, 0.661], [-2.418, -4.094, 1.606], [-4.388, -4.856, 2.010], [-4.100, -4.367, 0.310], [-3.712, -6.910, 0.366], [-2.761, -6.715, 1.800], [-2.019, -5.637, -1.002], [-0.990, -6.486, 0.117], [-2.475, -3.012, 1.490], [-2.075, -4.298, 2.620], [-0.445, 5.390, 0.177], [-0.283, 4.472, 1.337], [-1.589, 3.681, 1.156], [-2.557, 4.743, 0.860], [-1.928, 5.795, 0.176], [-0.238, 4.964, -0.805], [0.235, 6.241, 0.213], [-0.177, 4.990, 2.291], [0.594, 3.871, 1.098], [-1.890, 3.124, 2.044], [-1.538, 3.052, 0.268], [-2.064, 6.736, 0.709], [-2.384, 5.876, -0.811], [-4.881, 1.873, 0.659], [-3.765, 0.828, 0.506], [-3.633, 0.761, -1.033], [-4.501, 1.640, -1.600], [-4.859, 2.651, -0.637], [-4.647, 2.569, 1.465], [-5.840, 1.389, 0.839], [-3.982, -0.131, 0.976], [-2.819, 1.112, 0.968], [-3.812, -0.257, -1.378], [-2.626, 1.052, -1.333], [-5.824, 3.055, -0.945], [-4.136, 3.466, -0.618], [0.231, 2.581, 4.260], [1.251, 1.659, 4.898], [2.160, 1.105, 3.915], [2.931, 2.187, 3.239], [3.940, 1.534, 2.273], [3.035, 0.105, 4.641], [3.986, 0.606, 5.712], [-0.560, 2.786, 4.981], [-0.210, 2.127, 3.373], [0.604, 3.565, 3.978], [1.761, 2.193, 5.699], [0.789, 0.786, 5.360], [2.280, 2.809, 2.624], [3.505, 2.868, 3.868], [4.314, 2.287, 1.579], [4.819, 1.144, 2.786], [3.590, 0.702, 1.661], [3.632, -0.493, 3.953], [2.377, -0.593, 5.158], [4.676, 1.316, 5.257], [4.653, -0.141, 6.141], [3.461, 1.103, 6.528], [4.481, -0.719, -4.648], [3.001, -0.973, -5.048], [2.039, -0.058, -4.354], [2.270, 1.358, -4.790], [1.230, 2.356, -4.264], [0.700, -0.593, -4.693], [0.315, -0.643, -6.196], [4.765, 0.291, -4.943], [5.117, -1.435, -5.168], [4.646, -0.820, -3.575], [2.880, -1.062, -6.127], [2.822, -1.936, -4.570], [3.252, 1.650, -4.415], [2.296, 1.405, -5.878], [0.278, 2.256, -4.785], [1.055, 2.305, -3.189], [1.480, 3.392, -4.495], [-0.044, -0.012, -4.149], [0.654, -1.624, -4.343], [0.373, -1.608, -6.699], [0.787, 0.185, -6.724], [-0.752, -0.427, -6.258]],
  "mulliken_charge": [1.0750, 0.9365, 2.2063, 2.9197, -1.7823, -0.5768, -0.2026, -0.9168, 0.4669, -0.5891, -0.9422, -0.8980, -0.5755, -0.5270, 0.2368, -0.6988, -0.7764, 0.2961, 1.2056, -0.0992, -0.8549, -0.5166, 0.8816, 0.3257, -1.1046, 0.0745, 0.1963, 0.3329, 0.3545, -0.6108, 0.0032, -0.7638, -0.0068, 0.5243, -0.5182, -0.6942, 0.4384, 0.2556, 0.0803, 0.4247, 0.2875, -1.4545, 0.3641, 0.3194, -0.7476, -0.7318, 0.8879, 0.5084, -0.5826, 0.4412, 0.2363, 0.3263, 0.4157, -0.8510, -0.2210, 0.3296, 0.1617, -0.5838, -0.6381, -0.6048, -0.2646, 0.3116, 0.4032, 0.2446, 0.3821, 0.3148, 0.1826, 0.3636, -0.6576, 0.2040, -0.6681, 1.1616, 1.0627, -0.5342, -0.5774, -0.0429, 0.6070, 0.4212, -1.0914, -0.3522, -0.4638, 0.2643, 0.3278, -0.7651, 1.1643, 0.1083, -0.5666, -0.1450, 0.3548, 0.3078, 0.3669, -1.0679, -0.2572, -0.0176, 0.3702, -0.0332, -1.2788, -0.9496, 1.3819, -0.0364, -1.5870, -0.4316, -1.5977, 0.5849, -0.3828, 0.5053, 0.3487, 0.5392, -0.4309, 0.3948, 0.4866, 0.4933, 0.2326, 0.5335, 0.0884, 0.2965, 0.4492, 0.2989, -1.3437, -0.4989, 1.5808, -0.8102, -1.6303, 0.4616, -1.8468, 0.3435, 0.4815, 0.2241, 0.4243, 0.1342, 0.3259, 0.6411, 0.3837, 0.2002, 0.4889, -0.0653, -0.4720, 0.3879, 0.2837, 0.5051]
}

=====

{
  "formula": "C37H80F5N6O6",
  "method": "ωB97M-V/def2-TZVPD",
  "homo_energy_ev": -11.03,
  "charge": 1,
  "total_energy_ev": -74463.9745,
  "elements": ["C", "C", "O", "N", "C", "C", "C", "C", "C", "C", "C", "C", "C", "O", "C", "C", "O", "C", "C", "C", "C", "C", "F", "F", "C", "F", "F", "F", "C", "N", "C", "C", "C", "C", "C", "N", "H", "H", "H", "H", "H", "H", "H", "H", "H", "H", "H", "H", "H", "H", "H", "H", "H", "H", "H", "H", "H", "H", "H", "H", "H", "H", "H", "H", "H", "H", "H", "H", "H", "H", "H", "H", "H", "H", "H", "H", "H", "H", "H", "H", "H", "H", "H", "C", "C", "C", "O", "C", "N", "H", "H", "H", "H", "H", "H", "H", "H", "H", "H", "H", "C", "C", "C", "O", "C", "N", "H", "H", "H", "H", "H", "H", "H", "H", "H", "H", "H", "C", "C", "C", "O", "C", "N", "H", "H", "H", "H", "H", "H", "H", "H", "H", "H", "H"],
  "coordinates": [[1.118, -4.617, -0.133], [1.568, -3.384, -1.086], [1.441, -2.159, -0.299], [1.209, -1.075, -1.090], [-0.250, -0.651, -1.029], [-1.386, -1.751, -1.297], [-0.482, 0.461, 0.158], [-1.533, 0.129, 1.316], [-2.363, 1.432, 1.838], [-2.931, 2.352, 0.648], [-4.441, 2.865, 0.850], [-5.465, 2.144, -0.197], [-6.754, 1.527, 0.570], [-7.165, 0.241, -0.043], [-7.041, -0.781, 0.958], [-8.412, -1.395, 1.559], [-5.934, -1.232, 1.384], [1.096, 0.676, 0.569], [1.619, 0.085, 1.968], [1.191, 1.008, 3.262], [2.466, 1.650, 4.004], [2.255, 1.946, 5.564], [3.478, 1.570, 6.250], [1.194, 1.219, 6.173], [2.063, 3.520, 5.877], [1.654, 3.746, 7.225], [3.221, 4.285, 5.595], [0.974, 3.949, 5.034], [1.939, 0.228, -0.738], [3.354, -0.237, -0.570], [2.076, 1.345, -1.901], [2.574, 2.787, -1.332], [1.417, 3.899, -1.319], [1.840, 5.311, -0.668], [3.116, 5.255, 0.307], [2.770, 4.427, 1.510], [0.122, -4.435, 0.399], [1.064, -5.606, -0.720], [1.959, -4.732, 0.653], [2.640, -3.558, -1.495], [0.798, -3.363, -1.948], [1.449, -1.251, -2.084], [-0.318, -0.016, -2.001], [-2.392, -1.174, -1.303], [-1.321, -2.274, -2.311], [-1.493, -2.532, -0.458], [-0.648, 1.406, -0.491], [-1.058, -0.325, 2.268], [-2.350, -0.632, 1.003], [-3.293, 0.993, 2.377], [-1.799, 2.020, 2.652], [-2.204, 3.254, 0.558], [-2.889, 1.842, -0.394], [-4.437, 3.995, 0.589], [-4.797, 2.752, 1.946], [-4.927, 1.256, -0.699], [-5.796, 2.847, -1.042], [-7.625, 2.274, 0.628], [-6.461, 1.274, 1.655], [-8.464, -2.475, 1.158], [-9.316, -0.761, 1.214], [-8.374, -1.451, 2.711], [1.112, 1.822, 0.755], [2.771, 0.036, 1.936], [1.261, -1.000, 2.126], [0.567, 0.304, 3.938], [0.497, 1.872, 2.976], [3.428, 1.026, 3.894], [2.683, 2.665, 3.494], [3.509, -0.960, -1.309], [4.032, 0.509, -0.836], [1.084, 1.560, -2.454], [2.804, 0.940, -2.688], [3.001, 2.562, -0.278], [3.429, 3.156, -2.023], [1.059, 4.106, -2.385], [0.546, 3.465, -0.696], [0.970, 5.766, -0.057], [2.057, 6.040, -1.533], [3.371, 6.318, 0.688], [4.042, 4.786, -0.180], [3.372, 3.592, 1.598], [1.794, 4.079, 1.432], [6.327, -4.310, -2.650], [5.717, -3.432, -3.739], [6.768, -2.726, -4.621], [7.388, -1.602, -4.006], [8.462, -1.924, -3.136], [4.801, -2.465, -3.117], [6.727, -3.730, -1.817], [5.567, -4.979, -2.234], [7.131, -4.932, -3.052], [5.131, -4.088, -4.391], [6.254, -2.331, -5.504], [7.521, -3.431, -4.992], [9.030, -2.791, -3.485], [8.089, -2.095, -2.124], [9.134, -1.064, -3.096], [4.329, -1.943, -3.854], [5.376, -1.759, -2.654], [-1.135, -5.294, 5.249], [-1.748, -4.413, 4.165], [-0.698, -3.704, 3.283], [-0.074, -2.582, 3.894], [1.003, -2.907, 4.760], [-2.664, -3.452, 4.791], [-0.734, -4.716, 6.084], [-1.892, -5.965, 5.664], [-0.330, -5.914, 4.844], [-2.334, -5.067, 3.510], [-1.215, -3.305, 2.402], [0.056, -4.407, 2.908], [1.568, -3.776, 4.410], [0.632, -3.075, 5.772], [1.678, -2.048, 4.796], [-3.140, -2.927, 4.059], [-2.092, -2.746, 5.258], [-5.106, 0.898, -4.244], [-4.791, 2.386, -4.129], [-4.138, 2.977, -5.397], [-2.757, 2.656, -5.548], [-2.509, 1.381, -6.118], [-3.957, 2.608, -2.941], [-4.216, 0.271, -4.151], [-5.791, 0.593, -3.447], [-5.587, 0.670, -5.198], [-5.743, 2.907, -3.981], [-4.177, 4.068, -5.317], [-4.700, 2.712, -6.300], [-3.262, 1.109, -6.864], [-2.456, 0.621, -5.335], [-1.534, 1.415, -6.610], [-3.825, 3.611, -2.816], [-3.019, 2.269, -3.160]],
  "mulliken_charge": [-0.9925, 0.1074, -0.1924, -0.0004, -0.4343, -1.6056, 0.7666, 0.1220, -0.7639, 0.2083, -0.9014, 0.0829, -0.6514, -0.3561, 0.5952, -0.8868, -0.4973, 0.4639, -0.5692, 0.0580, -0.7002, 0.8193, -0.3247, -0.2975, 0.5404, -0.2404, -0.2253, -0.2274, 0.8507, -0.5966, -0.6530, -0.3085, 0.3345, -0.8909, -0.5144, -0.4234, 0.1387, 0.4256, 0.2844, 0.0931, 0.2175, 0.8782, 0.0129, 0.3483, 0.4547, 0.1107, -0.1241, -0.6495, 0.5935, 0.4879, 0.1332, 0.0509, -0.1333, 0.3209, 0.4425, 0.0472, 0.2123, 0.2981, 0.3702, 0.2920, 0.2752, 0.2941, -0.2557, 0.5865, -0.3494, 0.3585, 0.0376, 0.3603, -0.1280, -0.0962, 0.4444, 0.1395, 0.2857, -0.0532, 0.5554, 0.4290, -0.5514, 0.2956, 0.3496, 0.3273, 0.2375, 0.2788, 0.1110, -1.4836, 0.0641, -0.6787, -0.3802, -0.6319, -0.4372, 0.3028, 0.3471, 0.3930, 0.4004, 0.3396, 0.4384, 0.2993, 0.2225, 0.2578, 0.2434, 0.3133, -1.4621, 0.1204, -0.1196, -0.0159, -0.8201, -0.7099, 0.3063, 0.3739, 0.3318, 0.4497, -0.0702, 0.2993, 0.3582, 0.2418, 0.1840, 0.2477, 0.3246, -1.3257, 0.2081, -0.8654, -0.3604, -0.5622, -0.2504, 0.2035, 0.2725, 0.3939, 0.4085, 0.3369, 0.4658, 0.3068, 0.1208, 0.2660, 0.2698, 0.1282]
}

=====

Values of strongest force on any atom, in order: 0.1298, 0.1036, all in hartree/bohr.
Values of frontier orbital gap, in order: 0.165, 0.314, all in Ha.